Molecular formula: C12H48AsF6N24O12
Method: DFT, ωB97M-V with the def2-TZVPD basis set

Properties
Gap between HOMO and LUMO: 0.3421 Ha
Total charge: -1
E: -5538.80742 hartree

Geometry (Å):
As  -0.09  -0.11  0.06
F  0.16  1.38  0.90
F  1.64  -0.38  -0.04
F  -0.30  -1.70  -0.63
F  -1.85  0.16  0.07
F  0.05  0.56  -1.54
F  -0.15  -0.92  1.58
C  -1.99  2.06  -5.23
O  -1.39  2.67  -6.08
N  -1.40  1.23  -4.29
N  -3.34  2.18  -5.04
H  -1.98  1.00  -3.50
H  -0.45  1.44  -4.05
H  -3.77  2.69  -5.79
H  -3.81  1.55  -4.41
C  1.71  2.51  4.38
O  2.13  3.15  5.33
N  1.93  2.86  3.07
N  1.18  1.27  4.51
H  1.30  2.56  2.35
H  2.44  3.70  2.84
H  1.21  0.81  5.40
H  1.10  0.75  3.65
C  3.62  -1.25  3.13
O  4.12  -2.22  3.68
N  4.30  -0.16  2.69
N  2.27  -1.17  3.01
H  5.27  -0.14  2.96
H  3.95  0.52  2.05
H  1.82  -0.63  2.29
H  1.79  -1.96  3.41
C  0.54  4.10  -1.90
O  -0.13  3.53  -2.74
N  0.39  5.44  -1.65
N  1.57  3.47  -1.28
H  1.09  5.85  -1.06
H  -0.14  5.95  -2.33
H  1.76  2.54  -1.61
H  2.15  3.90  -0.59
C  3.55  1.17  -3.94
O  3.80  2.29  -3.50
N  2.49  0.41  -3.56
N  4.46  0.54  -4.73
H  1.88  0.86  -2.91
H  2.32  -0.49  -3.96
H  4.39  -0.46  -4.84
H  5.37  0.97  -4.76
C  -4.07  -3.08  -0.20
O  -3.93  -3.02  -1.41
N  -4.95  -3.94  0.38
N  -3.45  -2.24  0.69
H  -5.04  -3.90  1.38
H  -5.42  -4.69  -0.10
H  -3.09  -1.43  0.21
H  -3.83  -2.16  1.62
C  -3.83  2.77  -0.76
O  -4.51  3.74  -1.06
N  -2.77  2.32  -1.46
N  -4.01  2.02  0.38
H  -2.31  2.90  -2.14
H  -2.39  1.48  -1.05
H  -4.80  2.20  0.96
H  -3.34  1.30  0.58
C  -0.71  -2.24  5.22
O  -0.05  -3.17  5.63
N  -1.01  -1.97  3.90
N  -1.20  -1.27  6.06
H  -0.84  -1.01  3.65
H  -0.56  -2.62  3.23
H  -1.86  -0.57  5.79
H  -1.04  -1.47  7.03
C  -0.12  -4.50  1.38
O  0.32  -3.87  2.33
N  0.59  -5.48  0.77
N  -1.26  -4.17  0.73
H  0.24  -5.91  -0.06
H  1.36  -5.95  1.20
H  -1.72  -3.30  0.95
H  -1.51  -4.60  -0.14
C  -1.25  5.88  2.34
O  -1.69  6.79  3.02
N  -1.27  5.92  0.98
N  -0.93  4.64  2.85
H  -1.67  6.77  0.62
H  -0.73  5.38  0.32
H  -0.58  4.00  2.17
H  -0.96  4.51  3.84
C  -0.81  -3.49  -4.01
O  -0.67  -3.96  -5.12
N  -2.03  -3.36  -3.38
N  0.17  -2.86  -3.32
H  -2.12  -2.95  -2.47
H  -2.79  -3.93  -3.72
H  0.01  -2.62  -2.36
H  1.08  -2.76  -3.74
C  4.26  -3.34  -0.66
O  5.41  -3.76  -0.75
N  4.07  -2.10  -0.13
N  3.14  -3.83  -1.28
H  3.14  -1.80  0.11
H  4.86  -1.66  0.29
H  3.25  -4.70  -1.77
H  2.28  -3.45  -0.93